(1)
The following is a DFT calculation (ωB97M-V/def2-TZVPD) of a 10-piece molecular cluster, C33H65NO12 overall at a distorted geometry.

Summary:
**Kohn-Sham gap**: 7.17 eV
**Energy**: -61315.685 eV
**ΔE to the lowest compared entry with this formula, charge and spin**: 300.3 kcal/mol
**Molecular weight**: 667.9 Da

Bonds (Å) are listed after each position.
Cartesian coordinates (Å):
1 C -2.028 0.149 0.857  C2 1.455, H8 1.042, H9 1.112, H10 1.144
2 C -1.606 0.795 -0.377  C1 1.455, O3 1.205, N4 1.572
3 O -1.985 1.868 -0.774  C2 1.205
4 N -0.535 0.119 -1.309  C2 1.572, H5 1.220, H6 1.074, C7 1.491
5 H 0.011 -0.792 -0.709  N4 1.220
6 H -1.046 -0.409 -2.092  N4 1.074
7 C 0.345 1.087 -2.024  N4 1.491, H11 1.169, H12 0.903, H13 1.087
8 H -2.076 0.613 1.789  C1 1.042
9 H -1.427 -0.746 1.128  C1 1.112
10 H -3.128 -0.163 0.898  C1 1.144
11 H 0.752 1.974 -1.381  C7 1.169
12 H 0.090 1.551 -2.756  C7 0.903
13 H 1.057 0.384 -2.450  C7 1.087
14 O 0.611 -1.739 0.119  H15 0.946
15 H 1.410 -2.210 0.307  O14 0.946
16 C -6.343 -1.680 0.174  C17 1.530, H20 1.220, H21 0.948, H22 1.106
17 C -5.448 -2.835 0.629  C16 1.530, C18 1.492, O19 1.440, H23 1.039
18 C -5.554 -4.091 -0.170  C17 1.492, H24 1.120, H25 1.017, H26 0.995
19 O -4.112 -2.354 0.867  C17 1.440, H27 0.958
20 H -5.882 -1.098 -0.794  C16 1.220
21 H -6.453 -0.995 0.820  C16 0.948
22 H -7.399 -1.825 -0.120  C16 1.106
23 H -5.752 -3.101 1.586  C17 1.039
24 H -4.736 -4.792 0.136  C18 1.120
25 H -5.232 -3.833 -1.100  C18 1.017
26 H -6.357 -4.665 -0.043  C18 0.995
27 H -3.515 -3.096 0.969  O19 0.958
28 C -1.608 -5.102 2.651  C29 1.490, H32 1.110, H33 1.159, H34 1.101
29 C -1.156 -4.712 1.286  C28 1.490, C30 1.579, O31 1.435, H35 1.142
30 C -1.694 -5.538 0.053  C29 1.579, H36 1.036, H37 1.027, H38 0.984
31 O -1.469 -3.345 0.983  C29 1.435, H39 0.893
32 H -0.920 -4.617 3.374  C28 1.110
33 H -1.393 -6.239 2.722  C28 1.159
34 H -2.697 -4.963 2.736  C28 1.101
35 H -0.030 -4.533 1.221  C29 1.142
36 H -2.631 -5.768 -0.325  C30 1.036
37 H -1.620 -6.541 -0.155  C30 1.027
38 H -1.361 -5.143 -0.785  C30 0.984
39 H -0.837 -2.890 0.546  O31 0.893
40 C 5.181 -0.624 -0.333  C41 1.475, H44 1.112, H45 1.135, H46 1.151
41 C 3.896 -1.304 -0.085  C40 1.475, C42 1.557, O43 1.485, H47 0.998
42 C 4.022 -2.114 1.239  C41 1.557, H48 1.294, H49 0.959, H50 1.105
43 O 2.899 -0.209 0.026  C41 1.485, H51 0.965
44 H 5.110 0.164 0.449  C40 1.112
45 H 5.230 -0.324 -1.427  C40 1.135
46 H 6.224 -1.099 -0.226  C40 1.151
47 H 3.548 -1.775 -0.893  C41 0.998
48 H 4.325 -3.338 0.948  C42 1.294
49 H 3.128 -2.032 1.576  C42 0.959
50 H 4.710 -1.798 2.044  C42 1.105
51 H 2.052 -0.657 -0.091  O43 0.965
52 C -0.095 -2.554 -3.480  C53 1.467, H56 1.148, H57 1.074, H58 0.963
53 C -1.476 -2.106 -3.691  C52 1.467, C54 1.528, O55 1.365, H59 1.200
54 C -2.470 -2.739 -2.718  C53 1.528, H60 1.181, H61 1.182, H62 1.056
55 O -1.653 -0.753 -3.666  C53 1.365, H63 1.116
56 H 0.011 -3.579 -3.986  C52 1.148
57 H 0.073 -2.685 -2.427  C52 1.074
58 H 0.474 -1.968 -3.990  C52 0.963
59 H -1.842 -2.451 -4.780  C53 1.200
60 H -2.365 -2.570 -1.554  C54 1.181
61 H -2.261 -3.899 -2.624  C54 1.182
62 H -3.441 -2.671 -3.128  C54 1.056
63 H -1.307 -0.131 -4.526  O55 1.116
64 C -0.878 3.341 3.394  C65 1.517, H68 1.136, H69 1.194, H70 1.104
65 C 0.442 3.848 3.944  C64 1.517, C66 1.579, O67 1.402, H71 1.082
66 C 0.519 5.406 4.191  C65 1.579, H72 1.180, H73 1.097, H74 1.072
67 O 0.784 3.097 5.077  C65 1.402, H75 0.921
68 H -1.032 3.860 2.395  C64 1.136
69 H -1.645 3.896 4.121  C64 1.194
70 H -0.806 2.309 3.009  C64 1.104
71 H 1.227 3.711 3.212  C65 1.082
72 H -0.222 5.586 5.092  C66 1.180
73 H 0.395 5.888 3.213  C66 1.097
74 H 1.488 5.728 4.516  C66 1.072
75 H 1.176 2.307 4.810  O67 0.921
76 C 2.166 -2.344 4.266  C77 1.522, H80 1.187, H81 1.061, H82 1.037
77 C 0.908 -2.037 3.467  C76 1.522, C78 1.566, O79 1.401, H83 1.071
78 C -0.345 -1.816 4.380  C77 1.566, H84 1.125, H85 0.997, H86 1.154
79 O 0.975 -0.897 2.656  C77 1.401, H87 0.863
80 H 3.194 -2.353 3.673  C76 1.187
81 H 1.935 -3.279 4.712  C76 1.061
82 H 2.391 -1.559 4.905  C76 1.037
83 H 0.778 -2.848 2.779  C77 1.071
84 H -1.224 -1.657 3.696  C78 1.125
85 H -0.137 -1.033 4.961  C78 0.997
86 H -0.667 -2.633 5.128  C78 1.154
87 H 0.629 -1.353 2.010  O79 0.863
88 C -1.175 7.068 -4.810  C89 1.557, C94 1.416, H96 1.172
89 C -0.072 6.000 -5.068  C88 1.557, C90 1.512, H97 1.162
90 C -0.310 4.612 -4.517  C89 1.512, O91 1.253, C92 1.508
91 O 0.553 3.705 -4.563  C90 1.253
92 C -1.687 4.394 -3.941  C90 1.508, C93 1.462, H98 1.188
93 C -2.745 5.393 -3.795  C92 1.462, C94 1.485, H99 1.159
94 C -2.393 6.793 -4.143  C88 1.416, C93 1.485, O95 1.203
95 O -3.253 7.624 -4.016  C94 1.203
96 H -0.749 8.134 -5.047  C88 1.172
97 H 1.052 6.060 -5.355  C89 1.162
98 H -1.925 3.286 -3.586  C92 1.188
99 H -3.853 5.113 -3.600  C93 1.159
100 C 6.640 4.077 -0.728  C101 1.512, C106 1.409, H108 1.107
101 C 6.505 3.226 -1.971  C100 1.512, C102 1.580, H109 1.135
102 C 5.121 2.600 -2.407  C101 1.580, O103 1.165, C104 1.526
103 O 4.927 1.884 -3.305  C102 1.165
104 C 4.077 2.748 -1.304  C102 1.526, C105 1.484, H110 1.118
105 C 4.308 3.631 -0.134  C104 1.484, C106 1.503, H111 1.219
106 C 5.614 4.288 0.214  C100 1.409, C105 1.503, O107 1.246
107 O 5.520 5.173 1.086  C106 1.246
108 H 7.667 4.415 -0.492  C100 1.107
109 H 7.445 3.005 -2.568  C101 1.135
110 H 3.117 2.178 -1.358  C104 1.118
111 H 3.393 3.878 0.633  C105 1.219

=====

(2)
The following is a DFT calculation (ωB97M-V/def2-TZVPD) of a 3-piece molecular cluster, C33H66BBrClIN11O3P2 overall at a distorted geometry.

Summary:
**Kohn-Sham gap**: 4.85 eV
**Energy**: -167720.097 eV
**ΔE to the lowest compared entry with this formula, charge and spin**: 300.3 kcal/mol
**Net charge**: +1
**Molecular weight**: 980.0 Da

Bonds (Å) are listed after each position.
Cartesian coordinates (Å):
1 C -2.021 -1.811 6.963  C2 1.328, H32 1.150
2 C -1.495 -2.177 5.800  C1 1.328, N3 1.498
3 N -0.382 -2.438 4.832  C2 1.498, C4 1.520, C7 1.352
4 C -0.413 -3.842 4.251  N3 1.520, C5 1.634, H33 1.146, H34 1.165
5 C 0.126 -4.869 5.402  C4 1.634, N6 1.342, H35 1.167
6 N 0.537 -6.115 5.125  C5 1.342, H36 1.046
7 C 0.534 -1.500 4.500  N3 1.352, N8 1.466, N30 1.471
8 N 0.505 -0.122 4.998  C7 1.466, C9 1.524, H37 1.025
9 C 0.065 0.805 3.871  N8 1.524, Cl10 1.865, C11 1.623, C17 1.617
10 Cl -1.772 0.528 3.707  C9 1.865
11 C 0.168 2.270 4.561  C9 1.623, C12 1.590, C16 1.604
12 C -0.926 3.415 4.414  C11 1.590, C13 1.602, H38 1.146
13 C -0.797 4.844 5.127  C12 1.602, C14 1.578, H39 1.156
14 C 0.440 5.192 6.043  C13 1.578, C15 1.578, H40 1.148
15 C 1.527 4.064 6.236  C14 1.578, C16 1.601, H41 1.162
16 C 1.412 2.647 5.500  C11 1.604, C15 1.601, H42 1.153
17 C 0.897 0.603 2.499  C9 1.617, B18 1.666, C22 1.642, C26 1.651
18 B 0.034 -0.199 1.320  C17 1.666, O19 1.485, C20 1.614
19 O -0.637 -1.498 1.579  B18 1.485, H43 0.989
20 C -0.172 0.226 -0.223  B18 1.614, C21 1.654, H44 1.137, H45 1.168
21 C -1.764 0.649 -0.368  C20 1.654, H46 1.165, H47 1.151, H48 1.159
22 C 1.501 2.003 1.889  C17 1.642, Br23 2.027, C24 1.621, H49 1.168
23 Br 2.977 1.691 0.534  C22 2.027
24 C 0.369 3.034 1.356  C22 1.621, C25 1.645, H50 1.169, H51 1.155
25 C 0.815 4.554 1.797  C24 1.645, H52 1.157, H53 1.149, H54 1.166
26 C 2.103 -0.457 2.887  C17 1.651, C27 1.609, N30 1.513, H55 1.171
27 C 3.350 0.195 3.668  C26 1.609, C28 1.646, H56 1.148, H57 1.170
28 C 4.792 -0.096 2.929  C27 1.646, N29 1.521, H58 1.168, H59 1.159
29 N 5.689 1.130 3.014  C28 1.521, H60 1.041, H61 1.048
30 N 1.585 -1.740 3.499  C7 1.471, C26 1.513, I31 2.032
31 I 3.024 -3.078 4.016  N30 2.032
32 H -2.613 -1.377 7.848  C1 1.150
33 H 0.196 -3.944 3.285  C4 1.146
34 H -1.542 -4.100 4.118  C4 1.165
35 H 0.139 -4.568 6.529  C5 1.167
36 H 0.790 -6.563 6.036  N6 1.046
37 H -0.032 0.037 5.856  N8 1.025
38 H -1.857 3.278 3.761  C12 1.146
39 H -1.625 5.630 4.942  C13 1.156
40 H 0.458 6.235 6.521  C14 1.148
41 H 2.416 4.329 6.935  C15 1.162
42 H 2.280 1.919 5.714  C16 1.153
43 H -0.144 -2.217 1.112  O19 0.989
44 H 0.417 1.116 -0.618  C20 1.137
45 H -0.047 -0.666 -0.966  C20 1.168
46 H -1.812 1.631 -0.993  C21 1.165
47 H -2.393 -0.166 -0.883  C21 1.151
48 H -2.157 0.925 0.687  C21 1.159
49 H 2.074 2.625 2.694  C22 1.168
50 H 0.312 3.098 0.191  C24 1.169
51 H -0.703 2.770 1.697  C24 1.155
52 H 0.041 5.329 1.422  C25 1.157
53 H 1.027 4.647 2.922  C25 1.149
54 H 1.830 4.752 1.258  C25 1.166
55 H 2.521 -0.809 1.852  C26 1.171
56 H 3.326 1.334 3.807  C27 1.148
57 H 3.504 -0.212 4.754  C27 1.170
58 H 5.312 -1.039 3.381  C28 1.168
59 H 4.667 -0.322 1.799  C28 1.159
60 H 5.371 1.837 2.319  N29 1.041
61 H 6.629 0.827 2.665  N29 1.048
62 O 0.474 3.971 -3.594  P63 1.543
63 P 1.406 3.802 -4.812  O62 1.543, N64 1.696, N67 1.718, N70 1.770
64 N 1.740 2.172 -4.479  P63 1.696, C65 1.441, C66 1.463
65 C 2.734 1.589 -3.615  N64 1.441, H73 1.103, H74 1.095, H75 1.082
66 C 0.659 1.224 -4.750  N64 1.463, H76 1.096, H77 1.095, H78 1.090
67 N 2.564 4.915 -4.204  P63 1.718, C68 1.449, C69 1.469
68 C 3.904 4.619 -3.736  N67 1.449, H79 1.095, H80 1.097, H81 1.090
69 C 2.036 6.021 -3.394  N67 1.469, H82 1.094, H83 1.093, H84 1.097
70 N 2.439 3.635 -6.239  P63 1.770, C71 1.451, C72 1.462
71 C 3.298 2.539 -6.645  N70 1.451, H85 1.093, H86 1.096, H87 1.092
72 C 2.727 4.856 -6.988  N70 1.462, H88 1.094, H89 1.092, H90 1.096
73 H 3.199 0.730 -4.129  C65 1.103
74 H 2.312 1.231 -2.671  C65 1.095
75 H 3.563 2.239 -3.371  C65 1.082
76 H 0.486 1.161 -5.831  C66 1.096
77 H -0.276 1.541 -4.275  C66 1.095
78 H 0.882 0.216 -4.400  C66 1.090
79 H 3.902 4.211 -2.720  C68 1.095
80 H 4.515 5.529 -3.717  C68 1.097
81 H 4.438 3.942 -4.403  C68 1.090
82 H 1.848 5.708 -2.363  C69 1.094
83 H 1.106 6.406 -3.818  C69 1.093
84 H 2.735 6.867 -3.371  C69 1.097
85 H 4.198 2.470 -6.029  C71 1.093
86 H 3.629 2.653 -7.684  C71 1.096
87 H 2.780 1.577 -6.633  C71 1.092
88 H 3.673 5.306 -6.674  C72 1.094
89 H 1.932 5.593 -6.849  C72 1.092
90 H 2.779 4.663 -8.065  C72 1.096
91 O -2.214 -3.735 -3.073  P92 1.542
92 P -3.616 -4.379 -3.056  O91 1.542, N93 1.697, N96 1.718, N99 1.770
93 N -4.308 -3.132 -2.137  P92 1.697, C94 1.441, C95 1.464
94 C -4.356 -2.950 -0.709  N93 1.441, H102 1.103, H103 1.094, H104 1.082
95 C -4.531 -1.864 -2.834  N93 1.464, H105 1.096, H106 1.095, H107 1.091
96 N -3.088 -5.739 -2.148  P92 1.718, C97 1.449, C98 1.469
97 C -3.439 -6.070 -0.781  N96 1.449, H108 1.096, H109 1.097, H110 1.090
98 C -1.703 -6.172 -2.377  N96 1.469, H111 1.094, H112 1.092, H113 1.097
99 N -5.218 -5.129 -3.090  P92 1.770, C100 1.451, C101 1.462
100 C -6.429 -4.775 -2.374  N99 1.451, H114 1.093, H115 1.096, H116 1.092
101 C -5.306 -6.466 -3.675  N99 1.462, H117 1.094, H118 1.092, H119 1.096
102 H -5.366 -2.613 -0.424  C94 1.103
103 H -3.637 -2.204 -0.357  C94 1.094
104 H -4.196 -3.848 -0.129  C94 1.082
105 H -5.314 -1.993 -3.591  C95 1.096
106 H -3.621 -1.524 -3.340  C95 1.095
107 H -4.856 -1.065 -2.167  C95 1.091
108 H -2.865 -5.481 -0.057  C97 1.096
109 H -3.230 -7.126 -0.576  C97 1.097
110 H -4.505 -5.956 -0.585  C97 1.090
111 H -0.993 -5.562 -1.811  C98 1.094
112 H -1.446 -6.113 -3.437  C98 1.092
113 H -1.561 -7.220 -2.085  C98 1.097
114 H -6.371 -5.029 -1.313  C100 1.093
115 H -7.303 -5.297 -2.780  C100 1.096
116 H -6.679 -3.716 -2.477  C100 1.092
117 H -5.240 -7.245 -2.909  C101 1.094
118 H -4.503 -6.626 -4.398  C101 1.092
119 H -6.244 -6.602 -4.225  C101 1.096